Model one:
The following is a quantum chemistry calculation of 2 unconnected molecules or ions with the total composition C6H15N, from OMol25.

Computed properties:
HOMO level	-7.2	eV
frontier orbital gap	5.02	eV

Each atom is followed by the atoms it is bonded to, with distances in Å.
Element x y z (Å)
1 H -0.963 2.895 -0.332  C2 1.149
2 C -0.180 2.119 -0.012  H1 1.149, C6 1.597, H12 1.080, C20 1.539
3 H 0.023 -0.430 0.919  C17 1.144
4 H 2.415 0.442 0.471  C13 1.154
5 H 0.302 1.340 1.974  C6 1.051
6 C -0.507 1.839 1.526  C2 1.597, H5 1.051, H15 1.174, H18 1.077
7 H -0.970 0.386 -1.219  C20 1.056
8 N -0.046 -1.720 -0.771  C9 1.406, C17 1.385
9 C -1.256 -2.180 -0.224  N8 1.406, H10 1.127, H11 1.105, H19 1.143
10 H -2.064 -1.969 -0.981  C9 1.127
11 H -1.682 -1.717 0.685  C9 1.105
12 H 0.764 2.640 0.057  C2 1.080
13 C 1.975 -0.556 0.093  H4 1.154, H16 1.138, C17 1.582, H22 1.114
14 H -1.783 0.013 0.318  no bonds
15 H -1.276 0.955 1.456  C6 1.174
16 H 2.335 -1.359 0.814  C13 1.138
17 C 0.411 -0.570 -0.148  H3 1.144, N8 1.385, C13 1.582, C20 1.708
18 H -0.719 2.737 2.081  C6 1.077
19 H -1.224 -3.321 -0.164  C9 1.143
20 C -0.085 0.874 -0.913  C2 1.539, H7 1.056, C17 1.708, H21 1.048
21 H 0.618 0.956 -1.685  C20 1.048
22 H 2.398 -0.680 -0.930  C13 1.114

Model two:
The following is a quantum chemistry calculation of 2 unconnected molecules or ions with the total composition C6H15N, from OMol25.

Computed properties:
HOMO level	-8.0	eV
frontier orbital gap	8.18	eV

Each atom is followed by the atoms it is bonded to, with distances in Å.
Element x y z (Å)
1 N -1.245 -0.150 -0.309  C3 1.357, C20 1.465
2 H -0.237 -2.326 -2.135  C21 1.094
3 C -0.275 -1.088 -0.453  N1 1.357, H6 1.094, H16 1.262, C21 1.541
4 H 1.511 -0.210 0.195  no bonds
5 H 0.991 2.355 1.634  C8 1.094
6 H -0.353 -2.014 0.124  C3 1.094
7 H 2.250 -2.194 -2.050  C10 1.084
8 C -0.096 2.256 1.558  H5 1.094, C13 1.529, H15 1.086, H22 1.095
9 H -2.405 0.978 0.950  C20 1.094
10 C 1.667 -1.291 -2.194  H7 1.084, H12 1.094, H18 1.090, C21 1.530
11 H -0.380 -0.583 -2.479  C21 1.088
12 H 1.778 -0.895 -3.208  C10 1.094
13 C -0.532 0.838 1.925  C8 1.529, H14 1.090, H19 1.089, C20 1.538
14 H -0.913 0.850 2.946  C13 1.090
15 H -0.534 3.047 2.161  C8 1.086
16 H 0.213 0.040 -0.165  C3 1.262
17 H -2.106 -0.598 1.633  C20 1.098
18 H 2.073 -0.457 -1.621  C10 1.090
19 H 0.323 0.166 1.857  C13 1.089
20 C -1.634 0.209 1.057  N1 1.465, H9 1.094, C13 1.538, H17 1.098
21 C 0.164 -1.334 -1.910  H2 1.094, C3 1.541, C10 1.530, H11 1.088
22 H -0.259 2.403 0.486  C8 1.095

Least stable structure: model one

Model one:
The following is a quantum chemistry calculation of 3 unconnected molecules or ions with the total composition C7H9N3O2, from OMol25.

Computed properties:
HOMO level	-9.7	eV
frontier orbital gap	8.75	eV

Each atom is followed by the atoms it is bonded to, with distances in Å.
Element x y z (Å)
1 H -4.008 0.972 0.324  C18 1.131
2 H 1.007 -1.431 1.406  N10 0.966
3 H 1.333 -2.999 -0.650  N13 1.033
4 C 1.231 0.186 0.481  N10 1.258, N12 1.523, C17 1.466
5 C -0.744 1.739 0.107  H7 1.039, C9 1.377, C17 1.409
6 O 2.132 2.331 -0.297  N12 1.215
7 H -0.142 2.567 0.284  C5 1.039
8 O 3.329 0.535 -0.123  N12 1.215
9 C -2.110 1.898 0.164  C5 1.377, C18 1.341, H21 1.055
10 N 1.659 -0.746 1.210  H2 0.966, C4 1.258
11 C -1.005 -0.679 -0.038  C17 1.418, C19 1.376, H20 1.074
12 N 2.286 1.154 -0.039  C4 1.523, O6 1.215, O8 1.215
13 N 2.231 -2.533 -0.859  H3 1.033, H15 0.997
14 H -3.090 -1.296 -0.296  C19 1.163
15 H 2.215 -1.827 -0.155  N13 0.997
16 H 2.374 -1.857 -2.101  no bonds
17 C -0.187 0.450 0.221  C4 1.466, C5 1.409, C11 1.418
18 C -2.907 0.820 0.116  H1 1.131, C9 1.341, C19 1.375
19 C -2.358 -0.432 -0.035  C11 1.376, H14 1.163, C18 1.375
20 H -0.689 -1.703 0.040  C11 1.074
21 H -2.556 2.851 0.241  C9 1.055

Model two:
The following is a quantum chemistry calculation of 2 unconnected molecules or ions with the total composition C7H9N3O2, from OMol25.

Computed properties:
HOMO level	-8.2	eV
frontier orbital gap	8.81	eV

Each atom is followed by the atoms it is bonded to, with distances in Å.
Element x y z (Å)
1 N 2.895 -0.149 0.961  N9 1.116
2 H 2.408 -1.797 -1.537  C15 1.085
3 H -1.453 -2.508 0.805  C21 1.099
4 C -0.407 -0.816 -0.018  C6 1.372, C11 1.345, C21 1.548
5 H 0.303 3.061 -0.203  C7 1.181
6 C 0.513 -1.691 -0.537  C4 1.372, C15 1.348, H17 1.130
7 C 1.280 2.423 -0.388  H5 1.181, H13 1.159, H18 1.113, N20 1.462
8 C 2.009 0.203 -0.978  O12 1.245, C15 1.440, N20 1.344
9 N 3.838 -0.672 1.249  N1 1.116, O16 1.152
10 H -1.834 -1.052 1.560  C21 1.076
11 C -0.176 0.508 -0.077  C4 1.345, H14 1.103, N20 1.364
12 O 3.045 0.703 -1.456  C8 1.245
13 H 2.062 2.649 -1.213  C7 1.159
14 H -1.010 1.083 0.359  C11 1.103
15 C 1.635 -1.183 -1.086  H2 1.085, C6 1.348, C8 1.440
16 O 4.879 -1.092 1.507  N9 1.152
17 H 0.226 -2.784 -0.529  C6 1.130
18 H 1.930 2.755 0.453  C7 1.113
19 H -2.605 -1.523 -0.150  C21 1.174
20 N 1.025 0.989 -0.511  C7 1.462, C8 1.344, C11 1.364
21 C -1.685 -1.459 0.575  H3 1.099, C4 1.548, H10 1.076, H19 1.174

Least stable structure: model one

Model one:
The following is a quantum chemistry calculation of a single C7H17NO molecule, from OMol25.

Computed properties:
HOMO level	-9.0	eV
frontier orbital gap	9.83	eV

Each atom is followed by the atoms it is bonded to, with distances in Å.
Element x y z (Å)
1 H 0.640 -0.432 1.733  O11 0.964
2 H 0.596 1.528 -1.255  C19 1.092
3 C 1.479 0.033 0.026  O11 1.421, C15 1.533, C17 1.533, C19 1.554
4 H 2.109 -1.649 -1.188  C15 1.087
5 H -1.094 2.534 0.276  N9 1.013
6 H 2.613 1.873 -0.015  C17 1.090
7 H 3.010 0.747 -1.330  C17 1.085
8 H 0.848 -2.046 -0.020  C15 1.089
9 N -1.280 1.614 0.658  H5 1.013, C16 1.453, H21 1.021
10 H -1.726 0.901 -1.213  C16 1.099
11 O 1.191 0.283 1.394  H1 0.964, C3 1.421
12 H 3.583 0.435 0.314  C17 1.089
13 C -3.154 -0.664 0.353  C14 1.524, H23 1.086, H24 1.089, H25 1.088
14 C -1.646 -0.739 0.144  C13 1.524, C16 1.534, H18 1.092, H26 1.093
15 C 1.753 -1.462 -0.178  C3 1.533, H4 1.087, H8 1.089, H20 1.088
16 C -1.096 0.599 -0.365  N9 1.453, H10 1.099, C14 1.534, C19 1.547
17 C 2.756 0.825 -0.278  C3 1.533, H6 1.090, H7 1.085, H12 1.089
18 H -1.179 -1.001 1.095  C14 1.092
19 C 0.346 0.519 -0.920  H2 1.092, C3 1.554, C16 1.547, H22 1.092
20 H 2.511 -1.796 0.527  C15 1.088
21 H -0.615 1.471 1.419  N9 1.021
22 H 0.345 -0.123 -1.804  C19 1.092
23 H -3.387 0.157 1.024  C13 1.086
24 H -3.526 -1.593 0.781  C13 1.089
25 H -3.661 -0.494 -0.594  C13 1.088
26 H -1.414 -1.520 -0.585  C14 1.093

Model two:
The following is a quantum chemistry calculation of 2 unconnected molecules or ions with the total composition C7H17NO, from OMol25.

Computed properties:
HOMO level	-9.3	eV
frontier orbital gap	10.10	eV

Each atom is followed by the atoms it is bonded to, with distances in Å.
Element x y z (Å)
1 H 2.223 -0.676 -0.568  C8 1.082
2 H -4.011 2.146 0.229  C4 1.083
3 H 3.363 -1.948 0.032  C8 1.096
4 C -2.933 2.051 0.204  H2 1.083, H7 1.084, H10 1.095, C17 1.528
5 H -0.106 0.980 2.508  C14 1.086
6 H -2.289 -0.100 -1.473  C24 1.094
7 H -2.297 2.907 0.399  C4 1.084
8 C 3.248 -1.021 -0.541  H1 1.082, H3 1.096, H12 1.086, C22 1.540
9 H -3.408 -0.958 -0.504  C24 1.091
10 H -2.464 1.843 -0.764  C4 1.095
11 O 0.275 -1.026 -0.073  C23 1.219
12 H 3.850 -0.307 0.013  C8 1.086
13 H -3.218 0.452 1.781  C17 1.101
14 C 0.403 0.542 1.654  H5 1.086, H15 1.089, H20 1.087, C23 1.498
15 H 1.260 -0.058 1.957  C14 1.089
16 H 4.806 -0.881 -2.107  C22 1.090
17 C -2.466 0.939 1.141  C4 1.528, H13 1.101, H19 1.095, N25 1.470
18 H 3.218 -0.878 -2.717  C22 1.087
19 H -1.917 1.254 2.035  C17 1.095
20 H 0.979 1.342 1.197  C14 1.087
21 H 3.887 -2.399 -2.131  C22 1.092
22 C 3.826 -1.326 -1.936  C8 1.540, H16 1.090, H18 1.087, H21 1.092
23 C -0.350 -0.247 0.627  O11 1.219, C14 1.498, N25 1.364
24 C -2.339 -0.773 -0.612  H6 1.094, H9 1.091, N25 1.442, H26 1.087
25 N -1.707 -0.163 0.531  C17 1.470, C23 1.364, C24 1.442
26 H -1.831 -1.695 -0.883  C24 1.087

Least stable structure: model two